one) DFT (ωB97M-V with the def2-TZVPD basis set) results for 2 unconnected molecules or ions with the total composition C7H14Si.

Last column: Löwdin charge in e.
Atoms and positions in Å:
C (-1.49029, -0.60711, -2.40160)  -0.205
C (-1.12667, 0.05578, -1.45800)  -0.181
C (-1.64589, -1.18938, -3.70164)  -0.132
C (1.78786, -0.13953, 0.88129)  -0.216
C (1.53898, 2.24831, 0.50391)  -0.129
C (-1.61916, -1.08230, 2.01393)  -0.055
C (1.12904, 0.82494, 0.00614)  -0.535
Si (-0.80019, 0.74520, 0.19525)  0.800
H (-1.11070, -2.16212, -3.90634)  0.094
H (-2.75710, -1.49637, -3.65057)  0.099
H (-1.55362, -0.36203, -4.46308)  0.099
H (1.25617, -0.39657, 1.85549)  0.081
H (1.75457, -1.19061, 0.51668)  0.076
H (2.89823, -0.06093, 0.96537)  0.084
H (0.83375, 2.54595, 1.30136)  0.058
H (1.59818, 2.86625, -0.28646)  0.020
H (2.54540, 2.11574, 1.08436)  0.104
H (-0.97041, -1.90142, 1.81398)  -0.044
H (-1.61588, -0.74648, 2.95649)  -0.100
H (-2.76624, -1.24163, 1.75594)  0.030
H (1.32421, 0.64928, -1.08198)  0.108
H (-1.46132, 1.98960, 0.18157)  -0.057

Computed properties:
**Molecular weight**: 126.27 g mol⁻¹
**Highest occupied orbital energy**: -0.314 Ha

two) DFT (ωB97M-V with the def2-TZVPD basis set) results for 2 unconnected molecules or ions with the total composition C7H14Si.

Last column: Löwdin charge in e.
Atoms and positions in Å:
C (-1.29345, 2.43020, -0.81767)  -0.203
C (-0.90721, 1.54969, -0.09144)  -0.152
C (-2.09642, 3.51727, -1.29957)  -0.100
C (1.80233, -1.98658, 0.68355)  -0.169
C (2.45365, 0.14482, -0.38403)  -0.135
C (-2.23010, -2.23202, 0.72297)  -0.025
C (1.30985, -0.79589, -0.09420)  -0.598
Si (-0.16527, -0.01448, 0.80833)  0.814
H (-2.58588, 3.96260, -0.53053)  0.050
H (-1.48732, 4.17528, -1.90327)  0.082
H (-2.78584, 2.99706, -1.93339)  0.081
H (0.89022, -2.63697, 0.67566)  0.067
H (2.79101, -2.29582, 0.41991)  0.069
H (1.86456, -1.79322, 1.80741)  0.087
H (3.15393, -0.15044, -1.15475)  0.077
H (3.07038, 0.18444, 0.54353)  0.092
H (1.95795, 1.06926, -0.59215)  0.043
H (-1.97330, -1.98000, -0.33083)  -0.050
H (-1.55273, -2.92274, 1.23044)  -0.056
H (-3.28712, -2.32996, 1.06582)  -0.018
H (0.98385, -1.21670, -1.04324)  0.099
H (0.08692, 0.32422, 2.21744)  -0.058

Computed properties:
**Molecular weight**: 126.27 g mol⁻¹
**Highest occupied orbital energy (alpha / beta)**: -0.306 / -0.270 Ha

The structure with the most favorable energy is one); the runner-up is 0.455 eV above it.